# 1
ORCA calculation (the ωB97M-V functional and the def2-TZVPD basis) on a structure of composition C25H55CaNO2Si2.

CARTESIAN COORDINATES (ANGSTROEM)
O: 2.4407 0.8375 -0.1378
O: 2.8714 -0.5822 -2.0436
C: 2.6137 2.2003 -0.6814
C: 2.5558 3.2325 0.3946
H: 1.7882 2.2869 -1.3888
H: 3.5694 2.2616 -1.2184
H: 1.5974 3.1880 0.9132
H: 2.6638 4.2247 -0.0421
H: 3.3690 3.0881 1.1041
C: 3.5629 0.3544 0.6838
C: 4.9088 0.5674 0.0565
H: 3.3344 -0.7045 0.8195
H: 3.4702 0.8352 1.6676
H: 4.9641 0.1725 -0.9608
H: 5.6486 0.0187 0.6446
H: 5.1924 1.6197 0.0467
C: 2.7950 -2.0447 -1.8191
C: 2.9211 0.0033 -3.4006
C: 4.1637 -2.6058 -1.5981
H: 2.3028 -2.4709 -2.6979
H: 2.1480 -2.1580 -0.9478
H: 4.8044 -2.4216 -2.4595
H: 4.1212 -3.6831 -1.4541
H: 4.6377 -2.1822 -0.7108
C: 4.2512 -0.2559 -4.0327
H: 2.7365 1.0688 -3.2542
H: 2.0794 -0.4146 -3.9620
H: 5.0708 0.0444 -3.3771
H: 4.3510 0.3256 -4.9459
H: 4.3776 -1.3022 -4.3011
H: 2.5489 0.0632 -1.1816
Ca: -1.1987 -0.1801 0.9148
C: -0.7258 0.3476 -1.3541
Si: -1.7154 0.3278 -2.8944
H: -0.4155 1.3080 -0.8574
H: 0.0245 -0.4655 -1.1267
C: -1.0216 1.7168 -3.9658
C: -3.5703 0.6565 -2.7622
C: -1.5601 -1.3689 -3.6988
C: 0.0894 0.6722 2.6980
Si: 0.7085 -0.8122 3.5542
H: -0.8862 1.0469 2.9835
H: 0.7664 1.5259 2.5260
C: 2.3924 -0.4049 4.2919
C: 0.8573 -2.3959 2.5065
C: -0.5199 -1.1596 4.9492
H: -0.5345 -1.7447 -3.5998
H: -1.8068 -1.3067 -4.7667
H: -2.2330 -2.1007 -3.2323
H: -0.9174 2.6244 -3.3531
H: -1.6748 1.9407 -4.8196
H: -0.0192 1.4408 -4.3210
H: -3.8174 1.4772 -2.0840
H: -4.1386 -0.2218 -2.4388
H: -3.9286 0.9472 -3.7572
H: 1.9180 -2.6609 2.3803
H: 0.4295 -2.3815 1.4880
H: 0.3862 -3.2449 3.0261
H: -0.1569 -1.9496 5.6206
H: -1.5132 -1.4454 4.5717
H: -0.6399 -0.2319 5.5267
H: 2.6107 -1.0303 5.1687
H: 2.3626 0.6445 4.6126
H: 3.2103 -0.5063 3.5662
C: -3.9436 2.0277 0.4264
N: -3.0843 1.5634 1.5225
C: -2.5758 2.7554 2.2277
C: -3.8180 0.6160 2.4236
C: -4.2602 -0.6652 1.7061
C: -5.5981 -1.1430 1.8003
C: -5.9700 -2.2849 1.0595
C: -5.0488 -2.9383 0.2246
C: -3.7239 -2.4274 0.1362
C: -3.3797 -1.3519 0.9012
H: -3.3472 2.6275 -0.2743
H: -4.7562 2.6639 0.8147
H: -4.3770 1.1802 -0.1041
H: -3.3896 3.4490 2.5057
H: -2.0256 2.4710 3.1276
H: -1.8879 3.3084 1.5684
H: -3.1426 0.3939 3.2785
H: -4.6909 1.1367 2.8602
H: -6.2990 -0.6089 2.4486
H: -6.9794 -2.6759 1.1519
H: -5.3388 -3.8326 -0.3361
H: -2.9859 -2.8974 -0.5374

Summary:
**HOMO-LUMO gap**: 0.2130 Eh
**Energy**: -66592.3965 eV
**E_LUMO**: -0.1 eV
**Strongest force on any atom**: 3.08 eV/Å

Results of the Löwdin charge analysis, in e, for atoms 1 through 2: O -0.17; O -0.15

# 2
ORCA calculation (the ωB97M-V functional and the def2-TZVPD basis) on a structure of composition C31H21F9IrN8O5S4.

CARTESIAN COORDINATES (ANGSTROEM)
Ir: -1.2159 -0.8118 -0.5081
N: 1.8035 0.5086 -3.1702
C: 0.7841 0.4351 -2.2980
S: 1.0861 -0.3856 -0.7568
N: -0.3344 1.0526 -2.5797
N: -1.2098 0.8811 -1.5475
C: -1.9366 1.8432 -1.0862
C: -2.1002 3.1385 -1.7710
C: -2.5417 3.1539 -3.0917
C: -2.7075 4.3609 -3.7495
C: -2.4215 5.5544 -3.1000
C: -1.9697 5.5416 -1.7882
C: -1.8131 4.3362 -1.1214
C: -2.4160 1.5928 0.2847
C: -3.3035 2.4119 0.9633
C: -3.5868 2.1432 2.2908
C: -2.9583 1.0802 2.9203
C: -2.0969 0.2875 2.1873
N: -1.8449 0.5257 0.9011
H: 2.5632 -0.1406 -3.0730
H: 1.6076 0.8786 -4.0859
H: -2.7469 2.2178 -3.5950
H: -3.0571 4.3698 -4.7733
H: -2.5483 6.4958 -3.6186
H: -1.7336 6.4695 -1.2844
H: -1.4444 4.3248 -0.1027
H: -3.7655 3.2384 0.4432
H: -4.2934 2.7590 2.8305
H: -3.1411 0.8506 3.9598
H: -1.5869 -0.5620 2.6190
C: 0.8472 -3.4842 1.2243
C: -0.6317 -3.3965 1.2872
N: -1.3850 -2.4836 0.7030
C: -2.6984 -2.7851 0.9679
C: -2.7469 -3.8981 1.7467
N: -1.4386 -4.2607 1.9381
C: -3.8409 -4.6875 2.3677
O: -5.0658 -4.2694 2.1421
O: -3.5615 -5.6448 3.0483
C: -3.7446 -1.9718 0.3022
O: -4.9329 -2.1684 0.5484
O: -3.2776 -1.1225 -0.5390
H: 1.2229 -2.6883 0.5859
H: 1.1535 -4.4398 0.7975
H: 1.2921 -3.3890 2.2155
H: -1.1705 -5.0739 2.4730
H: -5.0907 -3.4605 1.5446
S: 5.7703 -1.1738 4.1913
C: 4.6790 -0.1784 3.4735
S: 3.0264 -0.6578 3.2272
C: 2.6940 0.8342 2.3887
N: 3.7362 1.6146 2.3148
N: 4.8182 1.0797 2.9234
C: 6.0060 1.8898 2.8838
C: 6.1212 2.8295 1.8622
C: 7.2436 3.6352 1.7982
C: 8.2529 3.5175 2.7441
C: 8.1230 2.5868 3.7604
C: 7.0045 1.7686 3.8397
S: 1.1842 1.2032 1.7183
H: 5.3372 2.9257 1.1272
H: 7.3266 4.3595 0.9986
H: 9.1297 4.1487 2.6889
H: 8.8956 2.4874 4.5114
H: 6.9155 1.0543 4.6403
F: -3.0174 -2.8203 -4.7145
C: -2.2218 -2.0168 -3.9946
F: -3.0009 -1.1659 -3.3225
F: -1.4908 -1.2930 -4.8547
C: -1.2902 -2.7927 -3.0071
O: -0.7070 -1.9422 -2.1473
C: -0.1180 -3.4432 -3.8219
F: 0.5056 -4.3719 -3.0814
F: 0.7960 -2.5283 -4.1535
F: -0.5261 -4.0286 -4.9543
C: -2.1100 -3.9436 -2.3402
F: -1.4849 -4.3801 -1.2345
F: -2.2740 -4.9954 -3.1513
F: -3.3254 -3.5299 -1.9662

Summary:
**HOMO-LUMO gap (alpha / beta)**: 0.2566 / 0.2057 Eh
**Energy**: -125287.3327 eV
**E_LUMO (alpha / beta)**: -1.2 / -2.6 eV
**2S+1**: 2
**Strongest force on any atom**: 0.44 eV/Å

Results of the Löwdin charge analysis, in e, for atoms 1 through 2: Ir 1.27; N 0.11

# 3
ORCA calculation (the ωB97M-V functional and the def2-TZVPD basis) on a cluster of 2 separate species, C26H33BBr2F7N2O8 in total.

CARTESIAN COORDINATES (ANGSTROEM)
C: 0.9734 -2.5522 4.4302
C: -0.3028 -1.7482 4.2653
O: -1.5960 -2.4610 4.3095
C: -2.3585 -2.2806 3.0519
O: -3.7147 -2.3862 3.0918
C: -1.5077 -1.9537 1.6865
C: -0.4199 -3.0439 1.1219
O: -0.2981 -4.3216 1.8871
C: -1.4343 -5.1918 1.4689
C: -0.9287 -6.7349 1.0767
C: 0.4352 -2.6810 -0.2369
C: 1.4943 -3.8676 -0.7547
O: 1.3233 -4.5650 -1.8864
C: 2.7638 -4.1772 0.2525
F: 2.9684 -2.9755 1.0942
F: 2.4022 -5.3555 1.1265
C: 4.1367 -4.6615 -0.5592
F: 4.2750 -4.0394 -1.8975
F: 3.9820 -6.1556 -0.7120
C: 5.4613 -4.3596 0.3628
F: 5.7708 -2.8912 0.1947
F: 5.2295 -4.7182 1.8109
C: 6.8165 -5.1651 -0.0882
O: 6.9404 -5.9889 -1.1376
O: 8.0299 -4.9334 0.7626
N: 0.2633 -1.3612 -0.9998
C: 1.1727 -1.2139 -2.2368
Br: 0.7921 -2.0224 -4.0331
C: 2.4047 -0.3563 -2.0205
C: 3.5202 -0.0179 -3.1757
Br: 2.7386 0.5061 -0.2023
C: -0.7377 -0.2669 -0.5727
C: -0.9460 1.1456 -1.4433
C: -0.4968 2.4901 -0.6092
F: -2.3734 1.2301 -1.9319
C: -1.6647 -0.5516 0.7895
B: -2.8112 0.5164 1.3527
O: -4.2092 0.2424 0.9541
C: -2.3167 1.7560 2.3243
C: -2.6240 1.3666 3.9185
H: 1.9855 -1.9657 4.5150
H: 0.9469 -3.7392 4.5229
H: -0.1534 -0.5989 4.0950
H: -2.2389 -5.1951 2.3295
H: -1.8603 -4.6909 0.4725
H: -1.9016 -7.3606 0.8080
H: -0.1921 -6.7388 0.1450
H: -0.3580 -7.2494 1.9609
H: 8.1245 -3.9183 0.8275
H: 3.4907 1.1574 -3.3824
H: 3.3128 -0.5209 -4.2217
H: 4.6359 -0.2247 -2.8045
H: -0.2938 1.1498 -2.4417
H: -1.4970 2.9172 -0.1174
H: -0.1646 3.3284 -1.3856
H: 0.2834 2.3042 0.2429
H: -4.2988 -0.7690 1.0631
H: -2.9685 2.7212 2.0738
H: -1.1592 2.0002 2.2344
H: -3.4771 0.5533 4.0130
H: -1.6641 0.9348 4.4393
H: -2.9264 2.3296 4.5550
C: -2.7995 8.3261 -3.3140
C: -2.1201 6.9728 -3.5083
C: -2.6749 5.8665 -2.5816
O: -2.2137 5.9465 -1.2305
C: -2.9372 6.8575 -0.4164
N: -0.6686 7.1387 -3.3408
H: -2.4789 8.8321 -2.3997
H: -2.5584 8.9961 -4.1486
H: -3.8883 8.2167 -3.2812
H: -2.3127 6.6618 -4.5419
H: -2.3139 4.9010 -2.9577
H: -3.7704 5.8212 -2.6177
H: -3.9985 6.8955 -0.6801
H: -2.4911 7.8518 -0.4822
H: -2.8511 6.5269 0.6224
H: -0.2119 6.2530 -3.5622
H: -0.4906 7.2572 -2.3392

Summary:
**HOMO-LUMO gap**: 0.1942 Eh
**Energy**: -206611.3771 eV
**E_LUMO**: -5.7 eV
**Charge**: +1
**Strongest force on any atom**: 9.62 eV/Å

Results of the Löwdin charge analysis, in e, for atoms 1 through 2: C 0.06; C -0.15

# 4
ORCA calculation (the ωB97M-V functional and the def2-TZVPD basis) on a structure of composition BrH8LiO4.

CARTESIAN COORDINATES (ANGSTROEM)
Li: -0.0385 1.8217 -1.2147
Br: 0.0852 0.3285 -0.2650
O: -1.4018 -1.4704 0.4584
H: -0.8033 -0.7752 0.1853
H: -1.2209 -1.5903 1.3907
O: 1.8804 0.9235 1.1273
H: 1.0754 0.4497 0.9181
H: 2.2851 1.0962 0.2773
O: -1.9408 1.5569 0.5119
H: -1.7441 1.2322 1.3907
H: -1.2861 1.1416 -0.0494
O: 1.1346 -1.4956 -1.9473
H: 0.7885 -0.8852 -1.2962
H: 1.1862 -2.3334 -1.4872

Summary:
**HOMO-LUMO gap**: 0.3266 Eh
**Energy**: -78560.5783 eV
**E_LUMO**: -1.1 eV
**Strongest force on any atom**: 7.62 eV/Å

Results of the Löwdin charge analysis, in e, for atoms 1 through 2: Li 0.62; Br 0.99

# 5
ORCA calculation (the ωB97M-V functional and the def2-TZVPD basis) on the molecule C2H5ClN2O2.

CARTESIAN COORDINATES (ANGSTROEM)
C: -1.2844 -0.0201 -0.6140
C: -0.5406 0.4622 0.5999
N: 0.7943 0.5673 0.0619
Cl: 1.8760 1.7233 0.9629
N: 1.5094 -0.8048 -0.1145
O: 0.8019 -1.7717 -0.1400
O: 2.6228 -0.7561 -0.5087
H: -0.9758 -1.1415 -0.7018
H: -2.3767 0.1651 -0.4680
H: -1.0761 0.5624 -1.5415
H: -0.8101 1.3617 1.1016
H: -0.5406 -0.3477 1.3624

Summary:
**HOMO-LUMO gap**: 0.3688 Eh
**Energy**: -21747.2872 eV
**E_LUMO**: -0.3 eV
**Strongest force on any atom**: 3.15 eV/Å
**SMILES string**: CCN(Cl)[N+](=O)[O-]

Results of the Löwdin charge analysis, in e, for atoms 1 through 2: C -0.11; C -0.33